128
Properties=species:S:1:pos:R:3 method="wB97M-V/def2-TZVPD" energy_ev=-155368.70230 multiplicity=2 homo_ev="-9.1 / -9.6" e_above_lowest_kcal_mol=0.0 total_charge=+1 homo_lumo_gap_ha="0.27448 / 0.22755"
Na -1.07859 -0.11319 0.92844
C -0.29815 1.38521 5.26733
C 1.03892 1.01237 4.62508
C 1.54649 -0.29566 5.23493
P 0.84887 0.87839 2.78483
C 2.45645 0.04545 2.30753
N 2.75587 -0.01491 0.89544
Ge 1.47117 -0.59254 -0.43611
N 1.08999 0.66649 -2.10026
C -0.27311 1.07959 -2.36866
P -1.62002 -0.22161 -2.25928
C -3.11582 0.64886 -2.99934
C -4.18655 0.96001 -1.95831
C -2.81824 1.90118 -3.82130
C -1.38572 -1.50418 -3.60338
C -1.45808 -1.04037 -5.05695
C -0.18343 -2.42463 -3.41521
C 1.87326 0.30649 -3.19004
C 1.67427 0.69614 -4.52328
C 2.49761 0.23048 -5.53552
C 3.54064 -0.64100 -5.26324
C 3.80374 -0.97627 -3.94541
C 3.00736 -0.46835 -2.93951
N 3.27968 -0.64160 -1.54157
C 4.06638 0.45585 -0.99033
C 5.02607 1.12953 -1.70493
C 5.87970 1.99935 -1.03466
C 5.76830 2.11697 0.34089
C 4.76937 1.45995 1.04589
C 3.84223 0.66213 0.37455
C 3.89710 -1.91464 -1.19772
C 5.24628 -2.14395 -1.34693
C 5.76735 -3.39203 -1.03770
C 4.91281 -4.37980 -0.57581
C 3.56155 -4.13145 -0.38908
C 3.02758 -2.87161 -0.68073
N 1.71457 -2.49208 -0.45245
C 0.93586 -3.46639 0.28860
P -0.67946 -2.88336 0.95716
C -0.90731 -3.96103 2.45286
C -0.24919 -5.34301 2.41532
C -0.44788 -3.20113 3.69519
C -1.94823 -3.49966 -0.24152
C -2.04245 -5.00986 -0.43682
C -3.30950 -2.92769 0.14070
C 1.04445 2.61840 2.14080
C 2.31377 3.36892 2.52988
C -0.16806 3.48206 2.49529
H -0.22290 1.30708 6.35248
H -1.08822 0.70651 4.93953
H -0.61335 2.39797 5.03000
H 1.77396 1.79996 4.82485
H 0.87155 -1.12147 5.00707
H 1.58265 -0.19538 6.31997
H 2.54433 -0.56705 4.89900
H 2.37623 -0.97347 2.70051
H 3.27590 0.51628 2.85650
H -0.34415 1.56134 -3.33842
H -0.56924 1.83157 -1.62779
H -3.52798 -0.10821 -3.67411
H -3.81681 1.67304 -1.22049
H -4.50401 0.06979 -1.41968
H -5.06370 1.39518 -2.43901
H -2.44183 2.70560 -3.18769
H -3.73830 2.25938 -4.28473
H -2.09577 1.73162 -4.61737
H -2.29118 -2.10397 -3.41739
H -0.61651 -0.40289 -5.31116
H -2.37904 -0.51280 -5.29252
H -1.40759 -1.90986 -5.71397
H 0.72323 -1.96975 -3.80957
H -0.34173 -3.35236 -3.96613
H 0.00657 -2.67795 -2.37511
H 0.88281 1.38295 -4.77577
H 2.31187 0.54835 -6.55276
H 4.16199 -1.02937 -6.05504
H 4.63506 -1.62472 -3.70751
H 5.12781 0.96254 -2.76896
H 6.63968 2.53951 -1.57659
H 6.46369 2.74081 0.88505
H 4.72707 1.57756 2.11762
H 5.89273 -1.34794 -1.69125
H 6.82312 -3.58186 -1.15131
H 5.30145 -5.36062 -0.34183
H 2.92882 -4.91755 -0.00808
H 1.51193 -3.79646 1.16215
H 0.76211 -4.36619 -0.31613
H -1.99413 -4.09415 2.51239
H 0.82790 -5.26629 2.56501
H -0.42379 -5.88060 1.48796
H -0.63855 -5.95413 3.23066
H 0.62118 -2.98301 3.63319
H -0.60667 -3.79889 4.59319
H -0.97553 -2.25346 3.81352
H -1.64192 -3.04492 -1.18479
H -2.38578 -5.50933 0.46951
H -1.09529 -5.45728 -0.73702
H -2.76748 -5.23292 -1.22147
H -3.65932 -3.33484 1.09158
H -4.05311 -3.18692 -0.61447
H -3.29565 -1.83976 0.22366
H 1.05262 2.46429 1.05018
H 2.45489 3.39414 3.61101
H 2.24031 4.40571 2.19829
H 3.20156 2.94851 2.07208
H -0.13128 3.78617 3.54119
H -1.11992 2.98150 2.32184
H -0.13720 4.40074 1.90520
C -3.27533 6.25116 0.88935
C -3.32812 5.24099 -0.24958
N -2.97633 3.88864 0.15856
C -3.77064 3.01267 0.80577
S -3.14981 1.51887 1.30251
N -5.04364 3.34340 1.01441
C -6.01216 2.50939 1.71340
C -5.96017 2.69845 3.21829
H -3.54785 7.24153 0.52968
H -2.27069 6.30455 1.30609
H -3.95477 5.98556 1.69912
H -2.62921 5.52035 -1.03830
H -4.31164 5.22150 -0.72592
H -2.00436 3.62096 0.13520
H -5.32925 4.28430 0.79891
H -5.81188 1.47274 1.44015
H -6.99266 2.77480 1.31729
H -4.99007 2.39239 3.60858
H -6.73033 2.09449 3.69492
H -6.13407 3.73970 3.48983